Entry 1:
Below is 10 unconnected molecules or ions with the total composition C44H52F9N5O6 at a distorted geometry, with properties calculated with ωB97M-V/def2-TZVPD.

Values from the calculation:
Spin multiplicity: 2
Net charge: +1
Expectation value of S²: 0.763
HOMO-LUMO gap (spin up / spin down) in eV: 6.560 / 2.773
Total energy in eV: -90652.145

```
116
Properties=species:S:1:pos:R:3:mulliken_charge:R:1
N -4.1783 1.1414 -3.8033 0.24
C -3.3757 1.6948 -2.8314 0.25
C -3.4593 3.0663 -3.0180 -0.77
C -4.1886 3.3465 -4.1551 -0.63
C -4.8598 2.1434 -4.4883 -0.38
H -4.2225 0.1424 -3.9456 0.14
H -2.7298 1.0605 -2.2425 -0.04
H -2.8696 3.7876 -2.4718 0.46
H -4.4348 4.2679 -4.6619 0.41
H -5.5983 1.9154 -5.2427 0.39
N 0.5499 0.7136 0.9581 0.81
C -0.1838 1.4224 -0.0311 -1.54
C -0.0624 0.7274 -1.1552 -0.05
C 0.7540 -0.4482 -0.9256 -0.49
C 1.0947 -0.3761 0.3882 -1.26
H 0.8132 1.1245 1.8424 0.32
H -0.6078 2.4002 0.1441 0.61
H -0.5024 1.1075 -2.0653 0.65
H 0.9000 -1.3322 -1.5285 0.54
H 1.6668 -1.0796 0.9748 0.41
N -2.7657 -1.0062 -0.5555 0.87
C -3.9917 -0.8369 0.1346 -0.56
C -5.0500 -1.3338 -0.6996 -0.90
C -4.4907 -1.7065 -1.9136 -0.40
C -3.0859 -1.5793 -1.7763 -0.44
H -1.8269 -0.8865 -0.2028 -0.11
H -3.9327 -0.4206 1.1293 0.80
H -6.0460 -1.5836 -0.3649 0.50
H -5.0981 -1.9758 -2.7650 0.57
H -2.3400 -1.7639 -2.5352 0.48
N 0.8704 6.0793 -1.4559 0.00
C 1.2517 4.7499 -1.6688 -1.31
C 1.6734 4.1450 -0.5269 0.72
C 1.6245 5.1834 0.4053 -1.00
C 1.2936 6.4386 -0.2509 -0.48
H 0.6506 6.7402 -2.1874 0.24
H 1.1592 4.2769 -2.6352 0.47
H 1.9503 3.1224 -0.3172 0.49
H 2.0363 5.2966 1.3973 0.34
H 1.2960 7.4703 0.0684 0.46
N 4.6118 0.6909 4.3047 0.00
C 4.1149 1.2059 5.4608 -0.73
C 2.9743 0.5443 5.9120 -0.33
C 2.6990 -0.4705 4.9592 -0.43
C 3.6443 -0.2373 3.9399 -0.60
H 5.3366 1.0583 3.7049 0.30
H 4.6222 2.1180 5.7386 0.38
H 2.3903 0.7803 6.7893 0.42
H 1.9443 -1.2384 5.0433 0.53
H 3.8316 -0.7454 3.0055 0.50
C 0.4399 -2.0777 -4.0439 0.16
C -0.1598 -0.9153 -4.6169 -0.51
C -1.4571 -0.9698 -5.1926 -0.53
C -2.1676 -2.1963 -5.1335 -0.58
C -1.5800 -3.3022 -4.5388 -0.65
C -0.2583 -3.2568 -4.0644 -0.33
H 1.4613 -2.0181 -3.6981 0.14
H 0.3450 0.0391 -4.6438 0.48
H -1.9306 -0.1701 -5.7426 0.47
H -3.1406 -2.2781 -5.5950 0.50
H -2.0934 -4.2498 -4.4697 0.44
H 0.2091 -4.0987 -3.5755 0.43
C 3.3426 -6.0603 -3.4994 -0.68
C 2.9314 -6.0899 -2.1270 -0.24
C 2.8053 -4.9265 -1.3753 -0.79
C 3.1577 -3.7438 -1.9878 0.14
C 3.5407 -3.6080 -3.3165 -0.52
C 3.6262 -4.8060 -4.0570 -0.42
H 3.5927 -7.0159 -3.9362 0.41
H 2.9514 -7.0601 -1.6530 0.38
H 2.4875 -4.9676 -0.3439 0.43
H 3.1691 -2.8184 -1.4312 0.42
H 3.7236 -2.7079 -3.8847 0.52
H 4.0086 -4.6752 -5.0585 0.38
C -4.5565 -4.7872 3.0017 -1.20
C -4.3566 -3.3568 2.3774 -0.01
O -3.3611 -2.5984 3.0929 -0.24
C -2.0547 -2.7261 2.8448 0.21
O -1.5064 -3.5930 2.0597 -0.63
C -1.1985 -1.7052 3.6059 1.01
F -1.7680 -1.5340 4.8368 -0.28
F 0.0139 -2.1713 3.6864 -0.22
F -1.2521 -0.5015 3.0804 -0.15
H -3.6782 -5.1402 3.5422 0.34
H -4.5969 -5.4345 2.1257 0.35
H -5.4589 -4.7952 3.6130 0.33
H -5.3543 -2.9306 2.4821 0.34
H -4.0457 -3.4414 1.3361 0.19
C 3.9623 2.1064 1.0768 -0.48
C 4.5224 2.6752 -0.2670 -0.15
O 4.7067 1.6426 -1.2166 -0.28
C 4.8768 2.0615 -2.5202 0.32
O 4.8589 3.2182 -2.9997 -0.54
C 5.2112 0.8410 -3.5138 0.85
F 5.4514 1.3290 -4.7290 -0.24
F 6.2567 0.1279 -3.1160 -0.25
F 4.1476 0.0467 -3.5603 -0.19
H 4.4002 1.1552 1.3793 0.26
H 2.9906 1.6505 0.8867 -0.27
H 3.7676 2.8860 1.8132 0.38
H 5.4572 3.1719 -0.0069 0.40
H 3.9187 3.4322 -0.7676 0.21
C -1.2371 1.2265 7.0764 -1.20
C -0.8829 2.0158 5.7512 0.24
O -2.1006 2.5754 5.0686 -0.27
C -2.0394 2.9479 3.7955 0.39
O -0.9668 3.1142 3.1392 -0.58
C -3.3844 3.1406 3.1210 0.80
F -4.2438 3.2482 4.1133 -0.23
F -3.4043 4.2071 2.3142 -0.22
F -3.5269 2.0323 2.3667 -0.16
H -1.9536 0.4298 6.8764 0.27
H -1.6041 1.7070 7.9834 0.40
H -0.3888 0.7146 7.5308 0.33
H -0.4556 1.3628 4.9903 -0.13
H -0.0234 2.6808 5.8351 0.35
```



Entry 2:
Below is 2 unconnected molecules or ions with the total composition C8H14O at a distorted geometry, with properties calculated with ωB97M-V/def2-TZVPD.

Values from the calculation:
SMILES string: C=C(C)C(=C)/C=C/C.O
HOMO-LUMO gap in eV: 9.100
ΔE to the lowest compared entry with this formula, charge and spin in kJ/mol: 356.1
Total energy in eV: -10566.354

```
23
Properties=species:S:1:pos:R:3:nbo_charge:R:1
C 1.4448 -1.7976 -0.3320 -0.67
C 1.6899 -0.2821 -0.0899 0.03
C 2.7228 0.4122 -0.7104 -0.41
C 1.5012 0.6217 2.1645 -0.38
C 0.8979 0.3306 1.0025 -0.07
C -0.5353 0.5066 0.8875 -0.22
C -1.5260 -0.1613 0.2625 -0.15
C -2.9961 0.0037 0.5904 -0.66
H 0.5993 -2.2006 0.2737 0.22
H 2.4477 -2.1184 -0.1174 0.24
H 0.9413 -2.0419 -1.3086 0.23
H 3.4152 -0.2346 -1.3942 0.18
H 2.9774 1.3872 -0.7766 0.20
H 1.1665 0.6512 3.1844 0.20
H 2.6029 0.6573 2.2729 0.20
H -0.7424 1.2837 1.6738 0.20
H -1.3535 -0.9986 -0.3275 0.20
H -3.5420 0.8470 0.2841 0.23
H -3.2441 -0.3116 1.7582 0.21
H -3.7628 -0.7463 0.1167 0.22
H -1.8190 2.0472 -2.7373 0.47
H -1.2019 1.0672 -3.7630 0.47
O -1.6841 1.0772 -2.9143 -0.94
```



Entry 3:
Below is a molecular structure, C5H11OP at a distorted geometry, with properties calculated with ωB97M-V/def2-TZVPD.

Values from the calculation:
HOMO-LUMO gap in eV: 8.196
ΔE to the lowest compared entry with this formula, charge and spin in kJ/mol: 233.1
Total energy in eV: -16697.248

```
18
Properties=species:S:1:pos:R:3:nbo_charge:R:1
C 1.6916 0.1387 0.6421 -0.65
C -0.4141 -0.5779 -1.4430 -0.67
C -1.5754 0.9043 0.2274 -0.67
C 0.5722 -0.7883 1.0995 -0.34
C -1.0059 -0.4788 -0.1442 -0.36
O -1.6631 -3.0373 -0.2743 -0.99
P -2.1295 -1.8660 0.4973 1.31
H 1.2990 1.1304 0.5676 0.22
H 2.4434 -0.0881 1.4499 0.23
H 2.2014 -0.2079 -0.2738 0.21
H 0.3880 0.0785 -1.5508 0.21
H -0.1240 -1.6259 -1.7022 0.24
H -1.1600 -0.2971 -2.1442 0.21
H -1.5897 1.0364 1.4151 0.22
H -2.7458 0.7387 -0.0016 0.21
H -1.2618 1.8194 -0.3750 0.23
H 0.7491 -1.8367 1.1136 0.21
H 0.1662 -0.3175 1.9876 0.19
```